1.
Computed, not measured: a cluster of 2 separate species, C5H14S in total, with the ωB97M-V functional and the def2-TZVPD basis.

Last column: natural (NBO) charge in e.
Element x y z (Å)
C -1.69476 0.99892 -2.60357  -0.629
C -0.18647 1.22116 -2.64971  -0.522
S 0.78909 1.71307 -1.18265  0.176
C -0.18596 1.30188 0.25574  -0.770
H -1.98689 0.10596 -3.15781  0.219
H -2.14013 1.80530 -3.19800  0.213
H -2.22538 1.03055 -1.65629  0.215
H 0.34856 0.35335 -3.01107  0.210
H 0.01499 2.04324 -3.32342  0.219
H 0.11846 0.35598 0.68899  0.215
H -0.12818 2.14050 0.95629  0.233
H -1.26811 1.33533 0.10464  0.221
C 1.36755 -2.22107 1.79682  -0.630
C 0.69853 -1.43881 2.92628  -0.625
H 0.59557 -2.54498 1.10665  0.208
H 2.05187 -1.64197 1.15810  0.208
H 2.09212 -2.97429 2.10559  0.213
H -0.36009 -1.28506 2.77594  0.208
H 1.12366 -0.43534 3.01420  0.205
H 0.97558 -1.86372 3.89328  0.212

## Properties
Gap between HOMO and LUMO   9.26 eV
Energy relative to the best compared isomer or geometry (same formula, charge and spin)   93.7 kJ/mol
E_HOMO   -0.3053 Ha

2.
Computed, not measured: a cluster of 2 separate species, C5H14S in total, with the ωB97M-V functional and the def2-TZVPD basis.

Last column: natural (NBO) charge in e.
Element x y z (Å)
C -1.92257 -0.91010 -0.40748  -0.627
C -1.19248 -2.16818 -0.91762  -0.494
S 0.51408 -2.17169 -0.19914  0.218
C 1.18434 -1.04585 -1.34783  -0.825
H -1.57515 0.01077 -0.87660  0.215
H -1.66930 -0.85143 0.69170  0.216
H -2.97429 -1.12077 -0.55703  0.213
H -1.50300 -3.11751 -0.62402  0.215
H -1.12806 -2.22949 -2.00934  0.210
H 2.29486 -1.02932 -1.23547  0.235
H 0.99785 -1.10579 -2.49060  0.217
H 0.96890 0.02175 -1.38062  0.211
C 0.04843 2.00784 1.73325  -0.614
C 1.39221 1.90321 1.04905  -0.606
H 0.29317 2.09134 2.84122  0.196
H -0.40456 2.98183 1.66189  0.209
H -0.55733 1.16580 1.46994  0.210
H 1.99912 1.03567 1.34732  0.206
H 2.10580 2.75605 1.25592  0.204
H 1.12800 1.77588 -0.00453  0.194

## Properties
Gap between HOMO and LUMO   9.46 eV
Energy relative to the best compared isomer or geometry (same formula, charge and spin)   124.1 kJ/mol
E_HOMO   -0.3122 Ha

3.
Computed, not measured: the molecule C5H14SSi, with the ωB97M-V functional and the def2-TZVPD basis.

Last column: natural (NBO) charge in e.
Element x y z (Å)
C -0.99371 -0.69363 1.92962  -0.632
C -0.07572 0.42983 1.26854  -0.725
S -0.38478 2.16637 1.81086  -0.048
Si 0.34022 -0.06004 -0.65774  1.583
C 1.54161 1.33251 -1.01950  -1.118
C 0.89074 -1.90056 -0.46748  -1.062
C -1.22354 0.18245 -1.74609  -1.108
H -2.07185 -0.65511 1.61818  0.208
H -0.92597 -0.44290 2.98356  0.213
H -0.55207 -1.68616 1.75026  0.207
H 0.98290 0.26582 1.69655  0.224
H -1.58977 2.48572 1.38198  0.114
H 1.37935 2.20441 -0.40770  0.264
H 2.52543 0.91837 -0.85637  0.232
H 1.59294 1.59104 -2.08164  0.236
H 1.78266 -2.00220 0.16431  0.238
H 0.28335 -2.52829 -0.04136  0.225
H 1.25392 -2.21177 -1.44304  0.234
H -1.49127 -0.72906 -2.24628  0.234
H -2.10689 0.41276 -1.10000  0.241
H -1.15754 0.92044 -2.53667  0.241

## Properties
Gap between HOMO and LUMO   9.24 eV
Energy relative to the best compared isomer or geometry (same formula, charge and spin)   88.7 kJ/mol
E_HOMO   -0.3101 Ha

4.
Computed, not measured: the molecule C5H14Si, with the ωB97M-V functional and the def2-TZVPD basis.

Last column: natural (NBO) charge in e.
Element x y z (Å)
C 0.43272 -0.87937 1.79904  -0.612
C -0.49270 -0.55456 0.65937  -0.204
C -1.17279 0.76433 0.94200  -0.647
C 0.52423 -0.30037 -0.70038  -0.640
C 1.23019 1.04037 -0.43419  -0.625
Si -0.32028 -0.48253 -2.32837  0.944
H -0.10408 -0.69017 2.86774  0.202
H 0.64652 -1.95977 1.75532  0.213
H 1.32134 -0.26094 1.75686  0.207
H -1.24214 -1.30781 0.57002  0.210
H -0.67716 1.69563 1.31908  0.219
H -1.92827 1.08338 0.11197  0.212
H -1.90730 0.55671 1.72818  0.213
H 1.25118 -1.03753 -0.52577  0.220
H 1.06717 1.25393 0.62190  0.215
H 2.28297 0.79957 -0.73910  0.221
H 0.72313 1.87554 -1.06142  0.208
H -1.25153 0.52885 -2.55193  -0.186
H -1.02745 -1.66458 -2.45070  -0.187
H 0.64426 -0.46068 -3.33965  -0.184

## Properties
Gap between HOMO and LUMO   11.14 eV
Energy relative to the best compared isomer or geometry (same formula, charge and spin)   163.4 kJ/mol
E_HOMO   -0.3707 Ha

5.
Computed, not measured: a cluster of 2 separate species, C5H15ClN3 in total, with the ωB97M-V functional and the def2-TZVPD basis.

Last column: natural (NBO) charge in e.
Element x y z (Å)
C -2.12786 2.65263 -0.30848  -0.397
C 2.49417 -1.64132 -0.15418  -0.449
C -1.44769 -2.07752 0.59764  -0.424
C -1.75267 0.28239 0.09919  0.388
C 1.87820 0.74071 -0.66807  -0.165
N -1.29726 1.47211 -0.11122  -0.522
N 1.77479 -0.49197 0.28124  -0.677
N -0.91942 -0.65531 0.35048  -0.560
Cl 2.01969 2.05329 0.64782  -0.094
H -2.33699 2.99491 0.67314  0.212
H -1.58866 3.33071 -0.84670  0.224
H -3.04586 2.41396 -0.70296  0.216
H 2.33988 -2.42675 0.55931  0.222
H 2.08861 -2.13311 -1.11657  0.209
H 3.68655 -1.61317 -0.37431  0.204
H -0.57927 -2.54703 0.89051  0.209
H -2.23435 -2.28969 1.25321  0.227
H -1.90751 -2.58549 -0.29152  0.215
H -2.78310 0.15457 -0.10739  0.215
H 2.86169 0.84511 -1.07553  0.239
H -0.30535 1.64272 0.14648  0.418
H 2.09206 -0.22987 1.22902  0.409
H 0.12589 -0.76868 0.28284  0.463
H 0.96449 0.87680 -1.25397  0.215

## Properties
Gap between HOMO and LUMO   10.90 eV
Energy relative to the best compared isomer or geometry (same formula, charge and spin)   91.8 kJ/mol
E_HOMO   -0.5028 Ha
Total charge   +1

6.
Computed, not measured: a structure of composition C5H15IN2O2Pb, with the ωB97M-V functional and the def2-TZVPD basis.

Last column: Mulliken charge in e.
Element x y z (Å)
C -3.66616 -0.30520 -2.18715  -0.734
C -0.80418 -1.28138 -3.74144  -1.035
H -4.21443 -1.12803 -1.72498  0.372
H -3.25965 -0.64645 -3.22429  0.276
H -4.12090 0.68223 -2.17166  0.334
H -0.41915 -2.29801 -3.61005  0.413
H -1.94617 -1.19229 -4.00248  0.352
H -0.26580 -0.41522 -4.13585  0.527
Pb -1.53454 -0.46848 -1.87530  0.914
C 0.87210 0.25661 -2.38593  -0.913
H 1.44163 -0.59427 -2.74195  0.454
H 1.03230 0.50533 -1.33458  0.289
H 0.96135 1.08803 -3.07466  0.526
I -1.89696 2.41943 -2.23422  0.067
C 2.02648 1.33342 2.69715  -0.631
O 1.85586 -0.09464 2.46819  -0.366
C 0.92861 -0.38483 1.51422  0.630
O 0.22309 0.42967 0.91598  -0.591
N 0.92856 -1.73830 1.35426  -0.132
N -0.04954 -2.33827 0.50909  -0.452
H 1.34892 1.65143 3.49835  0.293
H 1.80783 1.88542 1.77713  0.298
H 3.06727 1.45813 2.99853  0.250
H 1.36035 -2.27307 2.09405  0.282
H 0.44028 -3.06468 -0.01926  0.287
H -0.71737 -2.81906 1.10954  0.291

## Properties
Gap between HOMO and LUMO (alpha / beta)   5.08 / 5.08 eV
E_HOMO (alpha / beta)   -0.6110 / -0.6110 Ha
Total charge   +2

DFT total energy / eV: -16246.3301, -16246.0152, -24124.6493, -13287.6663, -22413.0601, -25827.2484
F_max / Eh/bohr: 0.032, 0.083, 0.130, 0.073, 0.110, 0.085